1.
Formula: C5H13NO2
Source: the OMol25 dataset
Level of theory: ωB97M-V/def2-TZVPD

Its frontier orbital gap is 9.6 eV. The total energy comes out at -403.41458 hartree. The calculation puts the LUMO energy at 0.2 eV. The maximum force is 5.2 eV/Å.

```
! RIJCOSX wB97M-V def2-TZVPD def2/J DEFGRID3
* xyz 0 1
C -1.45 -0.10 1.11
N -0.70 -1.02 0.19
C 0.23 -0.36 -0.78
C 0.66 1.02 -0.37
C -0.19 2.11 -0.76
O -1.40 2.04 -1.10
C 1.40 -1.34 -1.01
H -0.75 0.08 1.93
H -2.24 -0.70 1.55
H -1.81 0.83 0.68
H -1.44 -1.32 -0.44
H -0.21 -0.27 -1.78
H 1.71 1.23 -0.18
H 0.69 1.70 -1.51
H 0.09 3.14 -0.50
H 1.82 -1.14 -2.00
H 2.22 -1.21 -0.29
H 1.11 -2.38 -0.91
H 1.58 -1.47 2.92
H 0.66 -1.38 1.66
O 1.09 -2.00 2.28
*
```

Here are the Mulliken charges for atoms 1 to 4, given in e:
1. C -0.84
2. N -0.58
3. C 0.58
4. C -0.63

2.
Formula: C5H13NO2
Source: the OMol25 dataset
Level of theory: ωB97M-V/def2-TZVPD

Its frontier orbital gap is 10.6 eV. The total energy comes out at -403.54663 hartree. The calculation puts the LUMO energy at 0.8 eV. The maximum force is 3.2 eV/Å. As for the structure (SMILES): CC(C)CNC=O.O.

```
! RIJCOSX wB97M-V def2-TZVPD def2/J DEFGRID3
* xyz 0 1
C -1.02 -1.16 0.37
C -1.13 0.14 -0.41
C -1.14 -0.06 -1.93
C 0.06 1.21 -0.10
N 0.21 1.60 1.30
C 0.84 0.79 2.12
O 1.47 -0.24 1.83
H -1.76 -1.87 0.11
H -0.04 -1.68 0.33
H -1.23 -0.93 1.45
H -2.04 0.68 -0.09
H -1.69 0.68 -2.51
H -1.53 -1.00 -2.22
H -0.07 -0.14 -2.26
H -0.05 2.07 -0.67
H 1.03 0.73 -0.40
H -0.41 2.28 1.69
H 0.85 1.14 3.17
O 2.30 -1.41 -0.87
H 2.13 -1.22 0.07
H 3.23 -1.59 -0.96
*
```

Here are the Mulliken charges for atoms 1 to 4, given in e:
1. C -1.28
2. C 0.83
3. C -1.43
4. C -0.92

3.
Formula: C5H13NO2
Source: the OMol25 dataset
Level of theory: ωB97M-V/def2-TZVPD

Its frontier orbital gap is 10.5 eV. The total energy comes out at -403.51964 hartree. The calculation puts the LUMO energy at 0.7 eV. The maximum force is 4.4 eV/Å. As for the structure (SMILES): CCNC(=O)CC.O.

```
! RIJCOSX wB97M-V def2-TZVPD def2/J DEFGRID3
* xyz 0 1
C -0.84 -2.14 1.83
C -0.82 -0.62 1.64
N -1.06 -0.04 0.34
C -0.06 0.10 -0.65
O -0.50 0.53 -1.69
C 1.39 0.16 -0.24
C 2.26 0.58 -1.46
H -0.17 -2.52 2.60
H -0.77 -2.80 0.98
H -1.87 -2.27 2.18
H 0.10 -0.21 2.10
H -1.58 -0.16 2.30
H -2.00 -0.11 -0.01
H 1.74 -0.92 -0.15
H 1.69 0.69 0.67
H 1.74 0.78 -2.38
H 2.70 1.59 -1.22
H 3.03 -0.19 -1.51
O -1.94 2.75 -1.89
H -1.31 2.32 -2.47
H -1.73 2.50 -0.98
*
```

Here are the Mulliken charges for atoms 1 to 4, given in e:
1. C -1.07
2. C -0.57
3. N -0.13
4. C 0.47

4.
Formula: C5H13NO2
Source: the OMol25 dataset
Level of theory: ωB97M-V/def2-TZVPD

Its frontier orbital gap is 10.0 eV. The total energy comes out at -403.48182 hartree. The calculation puts the LUMO energy at 0.8 eV. The maximum force is 3.4 eV/Å. As for the structure (SMILES): C[C@@H](O)CCNCO.

```
! RIJCOSX wB97M-V def2-TZVPD def2/J DEFGRID3
* xyz 0 1
C 1.89 -0.67 1.89
C 0.51 -0.69 1.29
O -0.36 -1.35 2.23
C -0.05 0.74 1.11
C 0.19 1.45 -0.22
N -0.71 1.21 -1.36
C -0.62 -0.29 -1.82
O -0.92 -0.23 -3.15
H 2.10 0.17 2.56
H 2.62 -0.60 1.08
H 2.16 -1.64 2.30
H 0.27 -1.32 0.43
H -1.05 -1.86 1.80
H -1.10 0.65 1.37
H 0.25 1.43 1.89
H 1.19 1.50 -0.64
H -0.07 2.53 0.01
H -1.67 1.40 -1.12
H 0.33 -0.73 -1.50
H -1.40 -0.91 -1.37
H -0.39 0.32 -3.73
*
```

Here are the Mulliken charges for atoms 1 to 4, given in e:
1. C -1.43
2. C 0.68
3. O -0.61
4. C -0.64

5.
Formula: C5H13NO2
Source: the OMol25 dataset
Level of theory: ωB97M-V/def2-TZVPD

Its frontier orbital gap is 4.0 eV. The total energy comes out at -403.32175 hartree. The calculation puts the LUMO energy at -3.4 eV. The maximum force is 7.4 eV/Å.

```
! RIJCOSX wB97M-V def2-TZVPD def2/J DEFGRID3
* xyz 0 1
C 0.95 -0.08 1.71
N 0.73 1.12 0.79
C -0.54 0.96 0.11
C -0.51 0.07 -1.11
C -3.13 1.59 0.08
C -1.74 1.39 0.61
H 2.01 -0.09 2.01
H 0.70 -1.10 1.30
H 0.33 0.11 2.57
H 1.51 1.05 0.05
H -1.52 -0.25 -1.40
H 0.04 0.49 -2.02
H -3.43 1.66 -0.97
H -3.93 2.15 0.61
H -1.59 2.01 1.62
H 1.54 -3.65 -0.89
H 0.00 -0.84 -0.87
O 1.06 -2.84 -0.69
H 1.74 -1.97 -0.83
H 3.28 -1.01 -1.62
O 2.54 -0.74 -1.07
*
```

Here are the Mulliken charges for atoms 1 to 4, given in e:
1. C -0.72
2. N -0.39
3. C 0.76
4. C -0.62

6.
Formula: C5H13NO2
Source: the OMol25 dataset
Level of theory: ωB97M-V/def2-TZVPD

Its frontier orbital gap is 9.7 eV. The total energy comes out at -403.49819 hartree. The calculation puts the LUMO energy at 0.9 eV. The maximum force is 1.4 eV/Å. As for the structure (SMILES): OCCCCNCO.

```
! RIJCOSX wB97M-V def2-TZVPD def2/J DEFGRID3
* xyz 0 1
O -2.84 1.01 0.62
C -1.96 0.56 -0.42
C -0.65 1.36 -0.52
C 0.18 1.28 0.76
C 0.76 -0.11 1.19
N 0.58 -1.15 0.18
C 1.70 -1.36 -0.72
O 1.70 -2.71 -1.17
H -2.47 0.81 1.49
H -1.75 -0.50 -0.32
H -2.56 0.80 -1.29
H -0.21 1.07 -1.47
H -0.98 2.40 -0.55
H 1.04 1.94 0.66
H -0.49 1.61 1.53
H 0.36 -0.43 2.14
H 1.84 0.05 1.26
H 0.26 -2.06 0.51
H 2.70 -1.20 -0.30
H 1.52 -0.69 -1.56
H 1.26 -2.71 -2.02
*
```

Here are the Mulliken charges for atoms 1 to 4, given in e:
1. O -0.53
2. C -0.51
3. C -0.41
4. C -0.72

7.
Formula: C5H13NO2
Source: the OMol25 dataset
Level of theory: ωB97M-V/def2-TZVPD

Its frontier orbital gap (spin up / spin down) is 10.3 / 5.1 eV. The total energy comes out at -403.13645 hartree. The calculation puts the LUMO energy (spin up / spin down) at -4.1 / -9.2 eV. The maximum force is 5.4 eV/Å. Its expectation value of S² is 0.773.

```
! RIJCOSX wB97M-V def2-TZVPD def2/J DEFGRID3
* xyz 1 2
C 0.40 -2.39 -0.65
C 0.12 -0.89 -1.20
N 0.15 0.31 -0.44
C 0.04 0.00 0.96
C -0.15 1.30 1.69
C 1.19 1.87 2.22
O 0.08 -0.80 -2.41
H 1.40 -2.47 -1.34
H -0.31 -3.07 -0.97
H 0.44 -2.51 0.43
H 0.36 1.25 -0.74
H 0.77 -0.65 1.41
H -0.99 -0.49 1.01
H -0.81 1.19 2.63
H -0.68 2.03 1.23
H 1.84 1.61 1.49
H 1.09 2.96 2.12
H 1.47 1.62 3.20
H -2.09 -1.06 -3.64
H -1.83 0.38 -3.33
O -2.49 -0.21 -3.68
*
```

Here are the Mulliken charges for atoms 1 to 4, given in e:
1. C -0.80
2. C 0.42
3. N 0.16
4. C -0.51

8.
Formula: C5H13NO2
Source: the OMol25 dataset
Level of theory: ωB97M-V/def2-TZVPD

Its frontier orbital gap (spin up / spin down) is 11.1 / 6.3 eV. The total energy comes out at -403.21211 hartree. The calculation puts the LUMO energy (spin up / spin down) at -4.0 / -8.8 eV. The maximum force is 1.3 eV/Å. Its expectation value of S² is 0.755.

```
! RIJCOSX wB97M-V def2-TZVPD def2/J DEFGRID3
* xyz 1 2
C 1.12 1.73 2.15
C -0.19 0.94 2.03
C -0.67 0.98 0.57
C -0.25 -0.26 -0.20
C -1.28 -1.32 -0.37
N -1.30 -2.11 -1.42
O -2.16 -1.51 0.52
H 1.60 1.81 3.12
H 0.85 2.78 1.99
H 1.90 1.30 1.52
H -0.01 -0.05 2.47
H -0.96 1.35 2.68
H -1.76 1.07 0.53
H -0.29 1.90 0.13
H 0.13 -0.05 -1.21
H 0.59 -0.76 0.30
H -1.96 -2.87 -1.48
H -0.63 -1.92 -2.17
H 1.45 -0.51 -3.26
H 2.32 -1.18 -4.16
O 1.48 -1.32 -3.76
*
```

Here are the Mulliken charges for atoms 1 to 4, given in e:
1. C -1.24
2. C -0.48
3. C -0.76
4. C -0.28